Run one
Density functional theory data (wB97M-V/def2-TZVPD) for the molecule CH6N4.

Positions of all 11 atoms, in Å:
N  1.291  -1.474  0.804
H  -1.104  1.725  -1.480
H  0.758  -1.338  1.656
N  0.382  -1.618  -0.168
N  -0.425  2.087  -0.536
H  0.910  0.994  0.243
N  -0.145  0.807  0.063
C  -0.427  -0.524  -0.370
H  -1.227  2.584  -0.220
H  1.513  -2.423  0.927
H  -1.528  -0.820  -0.920

Calculated values
HOMO-LUMO gap (eV): 8.8
LUMO (eV): 1.01
2S+1: 1
Net charge: 0
Highest occupied orbital energy (eV): -7.83



Run two
Density functional theory data (wB97M-V/def2-TZVPD) for the molecule CH6N4.

Positions of all 11 atoms, in Å:
H  0.255  0.427  -0.717
N  1.639  0.897  0.360
H  -0.222  -1.734  0.776
C  0.121  -0.751  0.500
H  -1.378  -1.302  -1.286
H  2.434  1.480  0.852
N  1.232  -0.345  0.952
N  -1.588  -0.323  -1.130
H  -2.721  -0.174  -0.826
N  -0.659  0.217  -0.138
H  0.885  1.607  0.658

Calculated values
HOMO-LUMO gap (eV): 10.2
LUMO (eV): 1.03
2S+1: 1
Net charge: 0
Highest occupied orbital energy (eV): -9.19



Run three
Density functional theory data (wB97M-V/def2-TZVPD) for the molecule CH6N4.

Positions of all 11 atoms, in Å:
H  -2.410  -0.684  -1.318
N  1.194  0.894  0.569
H  -0.720  -1.817  0.620
H  -0.005  1.677  -0.891
C  -0.520  -0.155  -0.525
H  0.732  -1.310  0.495
H  0.682  1.126  1.522
N  -1.449  -0.039  -1.352
N  -0.234  -1.006  0.588
N  0.540  0.836  -0.458
H  2.191  0.479  0.750

Calculated values
HOMO-LUMO gap (eV): 9.4
LUMO (eV): 0.89
2S+1: 1
Net charge: 0
Highest occupied orbital energy (eV): -8.55



Run four
Density functional theory data (wB97M-V/def2-TZVPD) for the molecule CH6N4.

Positions of all 11 atoms, in Å:
N  -1.602  0.364  -1.624
H  -1.248  -0.180  -2.487
N  0.434  0.001  1.216
H  -0.966  1.513  -0.262
H  1.910  -0.756  2.394
C  0.112  -0.080  -0.016
N  -0.438  0.846  -0.793
H  0.427  -1.005  -0.557
H  1.999  -0.865  0.478
N  1.533  -0.937  1.391
H  -2.284  -0.142  -0.794

Calculated values
HOMO-LUMO gap (eV): 9.1
LUMO (eV): 0.89
2S+1: 1
Net charge: 0
Highest occupied orbital energy (eV): -8.19



Most stable: run three. Least stable: run one.



Run one
Density functional theory data (wB97M-V/def2-TZVPD) for a cluster of 2 separate species, C3H7N4O in total.

Positions of all 15 atoms, in Å:
N  1.448  0.901  0.258
O  1.010  -1.160  -0.710
N  -0.746  0.149  -0.378
H  2.568  -1.851  1.356
C  -2.771  -0.420  -0.277
H  2.436  0.793  0.139
N  -1.571  -0.926  -0.366
H  -1.220  2.365  -0.079
H  1.231  1.793  0.773
H  -3.802  -0.895  -0.234
N  -2.788  0.961  -0.222
C  -1.564  1.319  -0.134
H  1.911  -1.376  -0.958
H  3.249  -1.665  1.104
C  0.609  0.010  -0.272

Calculated values
HOMO-LUMO gap (eV): 10.1
LUMO (eV): -4.90
2S+1: 1
Net charge: +1
Highest occupied orbital energy (eV): -14.98



Run two
Density functional theory data (wB97M-V/def2-TZVPD) for the ion C3H7N4O with charge +1.

Positions of all 15 atoms, in Å:
H  -0.514  0.780  -1.092
H  -0.092  -0.969  0.648
H  0.771  0.168  1.464
N  0.487  -0.204  0.595
N  2.833  -0.399  -0.229
C  -2.736  -0.394  -0.486
H  -2.303  0.996  1.022
O  -3.844  -0.623  -0.224
H  -2.068  -0.841  -1.373
C  -0.578  0.818  -0.076
N  3.996  -0.162  -0.298
H  4.770  -0.877  -0.272
C  1.644  -0.514  -0.192
H  -0.509  1.774  0.242
N  -1.859  0.447  0.271

Calculated values
HOMO-LUMO gap (eV): 9.4
LUMO (eV): -4.35
2S+1: 1
Net charge: +1
Highest occupied orbital energy (eV): -13.74



Most stable: run one. Least stable: run two.



Run one
Density functional theory data (wB97M-V/def2-TZVPD) for a cluster of 2 separate species, C3H6O in total.

Positions of all 10 atoms, in Å:
H  -0.594  -1.366  -1.405
O  1.146  -0.963  0.588
H  1.153  0.763  1.704
H  -0.537  1.112  -1.314
C  1.328  0.294  0.717
H  -1.469  -1.408  0.232
H  2.042  0.804  0.042
C  -0.841  -0.851  -0.471
C  -0.814  0.545  -0.421
H  -1.414  1.070  0.327

Calculated values
HOMO-LUMO gap (eV): 8.3
LUMO (eV): -0.36
2S+1: 1
Net charge: 0
Highest occupied orbital energy (eV): -8.65



Run two
Density functional theory data (wB97M-V/def2-TZVPD) for the molecule C3H6O.

Positions of all 10 atoms, in Å:
H  -2.290  -0.207  0.369
C  -1.206  -0.291  0.541
H  1.361  -0.685  0.461
O  -0.669  0.930  0.965
H  1.939  0.867  -0.132
H  -0.938  0.443  -1.109
C  -0.231  0.491  -0.299
H  1.486  -0.378  -1.297
C  1.218  0.060  -0.333
H  -0.830  -1.259  0.830

Calculated values
HOMO-LUMO gap (eV): 10.8
LUMO (eV): 1.21
2S+1: 1
Net charge: 0
Highest occupied orbital energy (eV): -9.64



Most stable: run two. Least stable: run one.



Run one
Density functional theory data (wB97M-V/def2-TZVPD) for the molecule C3H6O.

Positions of all 10 atoms, in Å:
H  0.665  -1.322  0.597
H  -1.403  -0.732  -1.235
C  -0.035  -0.491  0.472
C  -0.439  -0.276  -1.002
O  1.813  0.973  0.985
H  -0.524  0.795  -1.225
H  -0.918  -0.682  1.093
C  0.623  0.791  0.910
H  0.318  -0.680  -1.678
H  -0.099  1.623  1.082

Calculated values
HOMO-LUMO gap (eV): 10.9
LUMO (eV): 1.05
2S+1: 1
Net charge: 0
Highest occupied orbital energy (eV): -9.83



Run two
Density functional theory data (wB97M-V/def2-TZVPD) for a cluster of 2 separate species, C3H6O in total.

Positions of all 10 atoms, in Å:
H  -2.077  -0.311  -1.085
H  1.855  0.478  0.409
C  0.999  0.201  0.921
H  0.385  0.985  1.094
C  -1.163  0.226  -1.118
H  -0.619  0.098  -2.015
C  0.153  -0.760  0.206
H  -0.938  1.275  -0.756
O  0.136  -1.935  0.425
H  1.271  -0.256  1.918

Calculated values
HOMO-LUMO gap (eV): 9.6
LUMO (eV): 0.91
2S+1: 1
Net charge: 0
Highest occupied orbital energy (eV): -8.73



Run three
Density functional theory data (wB97M-V/def2-TZVPD) for the molecule C3H6O.

Positions of all 10 atoms, in Å:
H  -1.974  1.243  0.336
H  1.415  -1.650  -0.043
C  0.931  -0.685  -0.318
C  -0.257  -0.219  0.495
H  1.633  0.156  -0.324
H  -0.069  -0.049  1.549
O  -0.464  1.883  -0.746
H  -0.992  -0.973  0.466
C  -0.921  1.053  -0.004
H  0.697  -0.758  -1.410

Calculated values
HOMO-LUMO gap (eV): 10.9
LUMO (eV): 1.03
2S+1: 1
Net charge: 0
Highest occupied orbital energy (eV): -9.85



Run four
Density functional theory data (wB97M-V/def2-TZVPD) for a structure of composition C3H6O.

Positions of all 10 atoms, in Å:
H  0.917  1.673  0.257
H  0.288  -1.938  -0.285
C  1.118  0.602  0.078
C  -2.337  0.441  0.037
H  2.023  0.375  0.669
H  -3.392  0.551  -0.042
H  1.382  0.446  -0.989
H  1.042  -2.023  -0.510
C  -1.175  0.219  0.296
O  0.135  -0.347  0.491

Calculated values
HOMO-LUMO gap (eV): 10.8
LUMO (eV): 1.04
2S+1: 1
Net charge: 0
Highest occupied orbital energy (eV): -9.79



Most stable: run one. Least stable: run four.



Run one
Density functional theory data (wB97M-V/def2-TZVPD) for the molecule C3H6O.

Positions of all 10 atoms, in Å:
H  0.444  -0.137  -1.956
H  -0.229  1.364  -1.242
C  0.211  0.338  -0.948
H  1.432  -1.041  0.383
O  0.796  0.701  1.499
C  -0.755  -0.581  -0.065
H  -0.111  1.111  1.675
H  -0.868  -1.666  -0.260
C  0.575  -0.162  0.394
H  -1.496  0.073  0.520

Calculated values
HOMO-LUMO gap (eV): 11.1
LUMO (eV): 1.06
2S+1: 1
Net charge: 0
Highest occupied orbital energy (eV): -10.00



Run two
Density functional theory data (wB97M-V/def2-TZVPD) for the molecule C3H6O.

Positions of all 10 atoms, in Å:
C  -0.319  -0.728  0.406
O  0.977  1.271  -0.100
H  0.700  0.782  1.819
H  -1.284  -1.861  -0.925
H  -1.195  -0.640  1.153
H  -1.952  -0.176  -1.041
H  0.343  -1.571  0.690
H  -0.206  -0.592  -1.826
C  -0.874  -0.839  -0.955
C  0.489  0.548  0.705

Calculated values
HOMO-LUMO gap (eV): 10.7
LUMO (eV): 0.99
2S+1: 1
Net charge: 0
Highest occupied orbital energy (eV): -9.71



Run three
Density functional theory data (wB97M-V/def2-TZVPD) for the molecule C3H6O.

Positions of all 10 atoms, in Å:
H  -0.848  -1.328  -1.072
H  1.596  1.253  0.858
H  -0.847  1.789  0.556
H  -1.985  0.410  0.602
C  1.344  0.299  0.435
O  -0.070  -1.247  -0.519
C  -1.113  0.846  0.091
H  -1.559  0.938  -0.902
C  0.096  -0.015  0.072
H  1.993  -0.566  0.382

Calculated values
HOMO-LUMO gap (eV): 9.6
LUMO (eV): 0.87
2S+1: 1
Net charge: 0
Highest occupied orbital energy (eV): -8.76



Most stable: run three. Least stable: run one.



Run one
Density functional theory data (wB97M-V/def2-TZVPD) for the molecule C5H11N.

Positions of all 17 atoms, in Å:
C  2.485  0.354  -0.027
H  2.390  1.303  -0.575
H  1.307  -1.408  0.447
H  -1.260  -1.428  -0.145
C  1.189  -0.461  -0.102
H  -3.338  -0.314  0.824
H  0.230  0.613  1.515
H  -1.522  0.092  -1.646
H  2.742  0.592  1.015
N  -1.211  -0.539  0.548
C  -0.002  0.300  0.485
H  -2.446  1.176  0.287
H  0.966  -0.723  -1.147
H  -0.192  1.214  -0.106
H  3.326  -0.202  -0.462
C  -2.506  0.084  0.232
C  -2.108  -0.618  -1.026

Calculated values
HOMO-LUMO gap (eV): 9.6
LUMO (eV): 1.10
2S+1: 1
Net charge: 0
Highest occupied orbital energy (eV): -8.46



Run two
Density functional theory data (wB97M-V/def2-TZVPD) for the molecule C5H11N.

Positions of all 17 atoms, in Å:
H  0.298  1.725  -0.873
H  -0.730  -1.823  0.554
C  -1.007  0.257  -0.038
H  -3.166  0.522  0.253
C  -0.623  1.673  -0.286
H  1.431  -1.159  1.590
H  1.839  -1.868  -0.822
C  1.204  -0.507  0.742
H  1.394  0.511  1.091
H  -0.484  2.208  0.658
H  -2.823  -1.033  -0.235
C  2.054  -0.859  -0.460
H  -1.412  2.178  -0.850
N  -2.543  -0.057  -0.309
H  3.120  -0.820  -0.205
H  1.885  -0.160  -1.285
C  -0.435  -0.789  0.475

Calculated values
HOMO-LUMO gap (eV): 9.4
LUMO (eV): 1.11
2S+1: 1
Net charge: 0
Highest occupied orbital energy (eV): -8.32



Most stable: run two. Least stable: run one.



Run one
Density functional theory data (wB97M-V/def2-TZVPD) for a cluster of 2 separate species, C5H11N in total.

Positions of all 17 atoms, in Å:
H  0.061  1.004  2.743
H  1.234  -1.919  -0.520
H  -0.392  -1.646  -1.144
C  0.582  0.161  -0.462
H  0.600  -0.598  2.699
C  -0.731  -0.117  1.104
C  -1.929  -0.423  1.178
N  0.372  0.233  2.148
H  1.013  -1.202  -2.119
H  0.237  1.218  -2.346
H  -1.216  0.936  -1.379
H  -0.068  2.193  -0.909
H  -2.823  -0.697  0.659
C  -0.152  1.182  -1.320
H  1.632  0.507  -0.380
C  0.616  -1.223  -1.096
H  0.965  0.392  1.144

Calculated values
HOMO-LUMO gap (eV): 7.6
LUMO (eV): 0.69
2S+1: 1
Net charge: 0
Highest occupied orbital energy (eV): -6.90



Run two
Density functional theory data (wB97M-V/def2-TZVPD) for a cluster of 2 separate species, C5H11N in total.

Positions of all 17 atoms, in Å:
H  -1.500  1.208  -1.248
H  2.072  0.022  -1.797
N  -0.014  0.272  0.736
H  2.311  1.353  -0.685
H  -2.718  -1.495  0.473
H  3.515  -0.671  0.187
C  0.320  0.534  -0.483
C  2.469  -0.460  0.371
H  2.319  0.085  1.366
C  -2.962  -0.650  1.199
C  1.876  0.383  -0.777
C  -0.553  0.797  -1.572
H  -0.205  1.018  -2.574
H  -1.930  -0.297  1.429
H  -3.527  -0.903  2.058
H  1.972  -1.432  0.599
H  -3.443  0.235  0.717

Calculated values
HOMO-LUMO gap (eV): 5.4
LUMO (eV): -2.49
2S+1: 1
Net charge: 0
Highest occupied orbital energy (eV): -7.91



Run three
Density functional theory data (wB97M-V/def2-TZVPD) for the molecule C5H11N.

Positions of all 17 atoms, in Å:
C  0.550  1.262  0.076
H  -1.135  -0.303  1.428
C  -1.211  -0.581  0.315
H  -1.161  -1.629  0.258
H  2.528  -1.610  -0.674
C  1.202  -0.074  0.329
H  -2.612  -0.416  -1.328
N  -0.043  -0.016  -0.366
H  0.809  1.914  -0.850
H  -3.376  -0.473  0.271
H  0.139  1.880  0.916
C  2.539  -0.485  -0.333
H  2.573  0.136  -1.204
C  -2.531  -0.042  -0.323
H  1.165  -0.338  1.405
H  3.307  -0.259  0.485
H  -2.744  1.035  -0.405

Calculated values
HOMO-LUMO gap (eV): 10.2
LUMO (eV): 1.24
2S+1: 1
Net charge: 0
Highest occupied orbital energy (eV): -9.01



Most stable: run three. Least stable: run one.



Run one
Density functional theory data (wB97M-V/def2-TZVPD) for a cluster of 2 separate species, C4H12N2O in total.

Positions of all 19 atoms, in Å:
O  -1.580  0.969  0.539
H  -0.913  2.333  -0.855
N  1.147  -0.040  0.709
H  -1.782  1.140  -2.661
H  1.053  -1.517  2.138
H  -0.691  0.567  0.579
H  2.486  -1.630  1.092
H  0.710  -3.388  0.532
C  -1.729  1.607  -0.689
H  -1.147  -0.055  -1.717
C  2.112  0.635  0.258
C  0.664  -2.360  0.176
H  1.926  1.622  -0.155
N  -1.863  0.659  -1.779
H  1.094  -2.323  -0.825
H  -2.629  2.218  -0.597
H  3.144  0.274  0.319
C  1.410  -1.421  1.111
H  -0.391  -2.093  0.117

Calculated values
HOMO-LUMO gap (eV): 9.9
LUMO (eV): 0.92
2S+1: 1
Net charge: 0
Highest occupied orbital energy (eV): -8.93



Run two
Density functional theory data (wB97M-V/def2-TZVPD) for a cluster of 2 separate species, C4H12N2O in total.

Positions of all 19 atoms, in Å:
H  -1.648  -0.849  1.263
H  2.289  -0.222  2.329
N  -0.984  -0.909  -0.582
C  0.067  0.060  -0.358
C  1.251  -0.477  0.449
H  0.846  1.750  -1.292
C  0.399  0.804  -1.657
H  1.195  1.040  1.820
H  -1.503  -0.758  -1.444
H  -2.552  -2.023  0.295
H  1.075  -1.577  0.484
C  -2.156  -1.040  0.337
H  1.291  0.253  -2.115
H  2.107  -0.217  -0.227
H  -0.477  1.004  -2.357
H  -0.254  0.971  0.327
O  0.584  2.566  0.754
N  1.374  -0.047  1.865
H  -2.906  -0.331  0.109

Calculated values
HOMO-LUMO gap (eV): 5.9
LUMO (eV): -3.20
2S+1: 1
Net charge: 0
Highest occupied orbital energy (eV): -9.12



Most stable: run one. Least stable: run two.